Record 1
{"formula": "C34H41F12N3O9S", "method": "wB97M-V/def2-TZVPD", "max_force_ev_per_a": 1.17, "homo_lumo_gap_ev": 7.74, "lumo_energy_ev": -0.16, "spin_multiplicity": 1, "charge": 0, "species": ["C", "C", "N", "C", "C", "C", "C", "C", "O", "C", "C", "C", "C", "C", "C", "C", "C", "C", "C", "N", "S", "N", "C", "H", "H", "H", "H", "H", "H", "H", "H", "H", "H", "H", "H", "H", "H", "H", "H", "H", "H", "H", "H", "H", "C", "C", "O", "C", "O", "C", "F", "F", "F", "H", "H", "H", "H", "H", "C", "C", "O", "C", "O", "C", "F", "F", "F", "H", "H", "H", "H", "H", "C", "C", "O", "C", "O", "C", "F", "F", "F", "H", "H", "H", "H", "H", "C", "C", "O", "C", "O", "C", "F", "F", "F", "H", "H", "H", "H", "H"], "positions_angstrom": [[-0.932, 4.143, -3.569], [-2.274, 3.680, -3.009], [-2.154, 3.088, -1.666], [-2.319, 1.677, -1.574], [-2.155, 0.773, -2.578], [-2.330, -0.632, -2.414], [-2.176, -1.560, -3.599], [-1.692, -0.907, -4.884], [-0.377, -0.387, -4.761], [-2.642, -1.144, -1.181], [-2.763, -2.625, -0.895], [-1.401, -3.292, -1.030], [-0.291, -2.604, -0.549], [0.994, -3.096, -0.660], [1.206, -4.329, -1.256], [0.109, -5.024, -1.726], [-1.187, -4.535, -1.631], [-2.295, -5.375, -2.218], [-2.829, -0.244, -0.094], [-3.141, -0.571, 1.160], [-3.168, 0.819, 1.979], [-2.831, 1.856, 0.824], [-2.661, 1.150, -0.299], [-1.099, 4.942, -4.288], [-0.321, 4.581, -2.785], [-0.365, 3.355, -4.059], [-2.804, 3.026, -3.690], [-2.889, 4.572, -2.899], [-1.245, 3.301, -1.274], [-1.873, 1.121, -3.559], [-3.169, -1.967, -3.808], [-1.526, -2.405, -3.390], [-2.388, -0.143, -5.229], [-1.686, -1.683, -5.649], [-0.054, -0.564, -3.874], [-3.106, -2.764, 0.125], [-3.484, -3.079, -1.564], [-0.413, -1.637, -0.084], [1.812, -2.498, -0.291], [2.214, -4.695, -1.360], [0.281, -5.973, -2.213], [-2.487, -6.253, -1.611], [-3.202, -4.811, -2.384], [-1.967, -5.721, -3.197], [1.871, -2.003, 5.720], [2.399, -0.676, 5.221], [3.367, -0.854, 4.166], [2.871, -1.121, 2.968], [1.719, -1.217, 2.671], [4.015, -1.252, 1.949], [4.996, -2.039, 2.401], [4.543, -0.045, 1.688], [3.558, -1.760, 0.808], [2.694, -2.645, 6.038], [1.200, -1.846, 6.564], [1.323, -2.529, 4.940], [2.933, -0.157, 6.014], [1.597, -0.025, 4.877], [-3.592, 4.894, 4.661], [-2.239, 4.344, 5.057], [-2.076, 4.325, 6.491], [-2.676, 3.335, 7.132], [-3.325, 2.454, 6.651], [-2.381, 3.444, 8.637], [-2.575, 4.691, 9.081], [-1.104, 3.111, 8.879], [-3.163, 2.625, 9.331], [-3.741, 5.884, 5.095], [-3.663, 4.968, 3.576], [-4.398, 4.254, 5.016], [-1.449, 4.990, 4.680], [-2.069, 3.349, 4.648], [4.584, -3.715, -6.824], [3.250, -3.107, -6.446], [2.221, -4.111, -6.347], [2.215, -4.831, -5.238], [2.967, -4.739, -4.315], [1.035, -5.813, -5.273], [0.967, -6.466, -6.440], [-0.126, -5.159, -5.108], [1.125, -6.725, -4.308], [4.493, -4.286, -7.749], [5.326, -2.931, -6.966], [4.943, -4.393, -6.051], [2.910, -2.423, -7.220], [3.308, -2.549, -5.513], [3.732, 3.111, 2.265], [3.193, 4.222, 3.139], [2.281, 5.073, 2.414], [1.059, 4.597, 2.242], [0.637, 3.547, 2.628], [0.200, 5.621, 1.481], [0.848, 6.095, 0.410], [-0.095, 6.654, 2.283], [-0.935, 5.068, 1.074], [4.200, 3.523, 1.370], [4.473, 2.528, 2.811], [2.937, 2.439, 1.942], [3.998, 4.876, 3.464], [2.700, 3.833, 4.030]], "mulliken_charge": [-1.009, -0.554, -0.293, -0.215, -0.383, 0.848, -0.169, -1.022, -0.552, -1.029, -1.158, 0.487, -0.603, -1.006, -0.942, -0.321, 1.187, -1.770, 0.799, -0.720, 0.133, -0.586, 0.829, 0.381, 0.236, 0.264, 0.370, 0.377, 0.136, 0.599, 0.328, 0.060, 0.383, 0.432, 0.402, 0.516, 0.276, 0.461, 0.695, 0.476, 0.613, 0.377, 0.345, 0.339, -1.170, -0.123, -0.357, 0.451, -0.488, 0.818, -0.271, -0.259, -0.241, 0.309, 0.386, 0.317, 0.339, 0.252, -1.296, 0.061, -0.328, 0.308, -0.519, 0.931, -0.248, -0.252, -0.236, 0.364, 0.376, 0.349, 0.180, 0.285, -1.145, -0.182, -0.312, 0.311, -0.497, 0.965, -0.272, -0.233, -0.255, 0.307, 0.375, 0.325, 0.336, 0.299, -1.002, -0.300, -0.304, 0.323, -0.474, 0.916, -0.270, -0.280, -0.193, 0.329, 0.383, 0.264, 0.338, 0.293]}

Record 2
{"formula": "C34H41FN2O3", "method": "wB97M-V/def2-TZVPD", "max_force_ev_per_a": 5.00, "homo_lumo_gap_ev": 9.16, "smiles": "CC(C)=N[C@@H]1OC(=O)O[C@]1(F)CCCCN.c1ccccc1.c1ccccc1.c1ccccc1.c1ccccc1", "lumo_energy_ev": 0.30, "spin_multiplicity": 1, "charge": 0, "species": ["C", "C", "C", "N", "C", "O", "C", "O", "O", "C", "F", "C", "C", "C", "C", "N", "H", "H", "H", "H", "H", "H", "H", "H", "H", "H", "H", "H", "H", "H", "H", "H", "H", "C", "C", "C", "C", "C", "C", "H", "H", "H", "H", "H", "H", "C", "C", "C", "C", "C", "C", "H", "H", "H", "H", "H", "H", "C", "C", "C", "C", "C", "C", "H", "H", "H", "H", "H", "H", "C", "C", "C", "C", "C", "C", "H", "H", "H", "H", "H", "H"], "positions_angstrom": [[-0.264, -1.064, -1.571], [0.481, -1.242, -0.265], [0.100, -0.299, 0.853], [1.331, -2.187, -0.172], [2.639, -1.770, 0.168], [3.292, -0.784, -0.658], [4.534, -0.737, -0.075], [5.276, 0.122, -0.101], [4.805, -1.947, 0.549], [3.723, -2.832, 0.161], [3.427, -3.720, 1.121], [4.227, -3.435, -1.138], [3.162, -4.128, -2.025], [3.520, -3.835, -3.510], [2.883, -2.510, -3.997], [3.950, -1.590, -4.428], [-0.828, -0.130, -1.561], [0.396, -1.186, -2.422], [-1.010, -1.870, -1.618], [0.325, 0.748, 0.650], [0.575, -0.650, 1.770], [-0.972, -0.435, 1.020], [2.638, -1.275, 1.162], [4.784, -2.732, -1.751], [4.942, -4.211, -0.845], [2.155, -3.743, -1.878], [3.150, -5.209, -1.889], [4.602, -3.772, -3.633], [3.120, -4.640, -4.132], [2.157, -2.684, -4.801], [2.332, -2.077, -3.158], [4.647, -2.129, -4.928], [3.587, -0.886, -5.060], [3.943, -0.577, 5.499], [3.701, -1.477, 4.469], [4.723, -1.825, 3.595], [5.986, -1.269, 3.749], [6.225, -0.363, 4.773], [5.204, -0.018, 5.649], [3.147, -0.311, 6.185], [2.715, -1.909, 4.347], [4.535, -2.525, 2.800], [6.782, -1.541, 3.068], [7.208, 0.075, 4.889], [5.392, 0.688, 6.449], [-1.760, 3.846, -1.347], [-0.536, 3.202, -1.236], [0.565, 3.881, -0.732], [0.442, 5.208, -0.342], [-0.781, 5.856, -0.460], [-1.882, 5.175, -0.961], [-2.620, 3.312, -1.735], [-0.440, 2.168, -1.544], [1.520, 3.377, -0.643], [1.299, 5.737, 0.053], [-0.876, 6.892, -0.161], [-2.836, 5.680, -1.051], [-4.922, 3.232, 0.610], [-5.499, 4.049, -0.354], [-6.846, 4.378, -0.271], [-7.617, 3.886, 0.773], [-7.043, 3.063, 1.732], [-5.697, 2.737, 1.651], [-3.870, 2.981, 0.548], [-4.898, 4.431, -1.171], [-7.295, 5.017, -1.021], [-8.667, 4.145, 0.839], [-7.646, 2.675, 2.544], [-5.249, 2.096, 2.401], [-6.136, -0.741, -0.881], [-6.038, -2.111, -1.083], [-4.911, -2.799, -0.652], [-3.880, -2.116, -0.021], [-3.976, -0.744, 0.173], [-5.103, -0.056, -0.255], [-7.018, -0.205, -1.211], [-6.841, -2.644, -1.578], [-4.837, -3.868, -0.808], [-3.002, -2.653, 0.318], [-3.171, -0.208, 0.661], [-5.175, 1.011, -0.100]], "mulliken_charge": [-0.758, 0.854, -0.913, -0.295, -0.313, -0.473, 0.518, -0.469, -0.438, 1.116, -0.407, -1.160, -0.614, -1.296, 0.588, -0.671, 0.213, 0.114, 0.294, 0.249, 0.399, 0.096, 0.458, 0.475, 0.404, 0.332, 0.442, 0.586, 0.334, 0.439, -0.569, 0.194, 0.230, -0.455, -0.422, -0.063, -0.428, -0.435, -0.399, 0.367, 0.427, 0.338, 0.387, 0.364, 0.359, -0.343, -0.169, -0.538, -0.385, -0.540, -0.338, 0.478, 0.369, 0.454, 0.378, 0.375, 0.268, -0.426, -0.045, -0.673, -0.403, -0.457, -0.217, 0.427, 0.277, 0.386, 0.379, 0.384, 0.393, -0.614, -0.385, -0.496, -0.307, -0.476, 0.084, 0.402, 0.369, 0.375, 0.435, 0.401, 0.181]}